# 1
ORCA calculation (ωB97M-V with the def2-TZVPD basis set) on 9 unconnected molecules or ions with the total composition C36H52N2O14.

Results
Total energy ... -69819.91925 eV
SMILES string ... c1cc[nH]c1.c1cc[nH]c1.O=C1CCCO1.O=C1CCCO1.O=C1CCCO1.O=C1CCCO1.O=C1CCCO1.O=C1CCCO1.O=C1CCCO1
HOMO level ... -0.292 hartree
Kohn-Sham gap ... 0.3117 Eh
Relative energy (zero: lowest compared OMol25 entry of this formula, charge and spin) ... 33.56 kcal/mol

Last columns: bonded neighbours and bond lengths (Å).
Positions of all 104 atoms, in Å:
1 N 0.04 -0.35 4.90  C2 1.350, C5 1.408, H6 1.046
2 C 1.31 -0.81 4.86  N1 1.350, C3 1.388, H7 1.074
3 C 1.84 -0.73 3.59  C2 1.388, C4 1.414, H8 1.059
4 C 0.79 -0.18 2.81  C3 1.414, C5 1.360, H9 1.069
5 C -0.30 0.04 3.59  N1 1.408, C4 1.360, H10 1.066
6 H -0.57 -0.17 5.74  N1 1.046
7 H 1.87 -1.18 5.70  C2 1.074
8 H 2.77 -0.92 3.12  C3 1.059
9 H 0.72 0.13 1.79  C4 1.069
10 H -1.25 0.47 3.35  C5 1.066
11 N 1.80 1.12 -0.07  C12 1.414, C15 1.325, H16 0.989
12 C 1.91 -0.18 -0.62  N11 1.414, C13 1.360, H17 1.079
13 C 0.68 -0.53 -1.07  C12 1.360, C14 1.388, H18 1.110
14 C -0.22 0.48 -0.76  C13 1.388, C15 1.402, H19 1.074
15 C 0.54 1.53 -0.21  N11 1.325, C14 1.402, H20 1.108
16 H 2.54 1.69 0.26  N11 0.989
17 H 2.85 -0.69 -0.47  C12 1.079
18 H 0.41 -1.48 -1.58  C13 1.110
19 H -1.27 0.57 -0.97  C14 1.074
20 H 0.39 2.55 0.19  C15 1.108
21 O -1.91 5.09 -4.96  C22 1.222
22 C -2.28 4.11 -4.34  O21 1.222, O23 1.369, C26 1.561
23 O -2.47 2.89 -4.94  C22 1.369, C24 1.396
24 C -2.94 1.92 -4.06  O23 1.396, C25 1.510, H27 1.106, H28 1.078
25 C -2.60 2.47 -2.70  C24 1.510, C26 1.524, H29 1.073, H30 1.070
26 C -2.76 3.98 -2.86  C22 1.561, C25 1.524, H31 1.081, H32 1.074
27 H -2.47 0.96 -4.36  C24 1.106
28 H -4.02 1.86 -4.12  C24 1.078
29 H -1.60 2.27 -2.37  C25 1.073
30 H -3.29 2.07 -1.99  C25 1.070
31 H -2.20 4.49 -2.09  C26 1.081
32 H -3.76 4.33 -2.74  C26 1.074
33 O 2.04 4.42 0.61  C34 1.212
34 C 2.38 5.05 -0.37  O33 1.212, O35 1.348, C38 1.527
35 O 1.50 5.43 -1.32  C34 1.348, C36 1.445
36 C 2.25 6.20 -2.29  O35 1.445, C37 1.526, H39 1.119, H40 1.090
37 C 3.64 5.57 -2.26  C36 1.526, C38 1.561, H41 1.064, H42 1.119
38 C 3.82 5.39 -0.72  C34 1.527, C37 1.561, H43 1.112, H44 1.115
39 H 2.27 7.29 -2.03  C36 1.119
40 H 1.64 6.02 -3.17  C36 1.090
41 H 4.38 6.13 -2.79  C37 1.064
42 H 3.60 4.56 -2.73  C37 1.119
43 H 4.24 6.30 -0.23  C38 1.112
44 H 4.44 4.50 -0.47  C38 1.115
45 O -4.05 0.16 -0.56  C46 1.228
46 C -4.54 -0.32 0.45  O45 1.228, O47 1.313, C50 1.526
47 O -5.82 -0.11 0.69  C46 1.313, C48 1.453
48 C -6.20 -0.72 1.95  O47 1.453, C49 1.527, H51 1.067, H52 1.112
49 C -5.24 -1.89 2.18  C48 1.527, C50 1.526, H53 1.098, H54 1.087
50 C -4.01 -1.34 1.45  C46 1.526, C49 1.526, H55 1.044, H56 1.125
51 H -7.23 -0.97 1.99  C48 1.067
52 H -6.20 0.01 2.80  C48 1.112
53 H -5.74 -2.81 1.85  C49 1.098
54 H -5.15 -2.02 3.26  C49 1.087
55 H -3.48 -2.05 0.90  C50 1.044
56 H -3.28 -0.84 2.14  C50 1.125
57 O 4.77 -1.74 -0.41  C58 1.183
58 C 4.56 -2.86 -0.08  O57 1.183, O59 1.349, C62 1.513
59 O 3.79 -3.13 0.99  C58 1.349, C60 1.504
60 C 3.84 -4.61 1.25  O59 1.504, C61 1.548, H63 1.133, H64 1.065
61 C 5.21 -5.02 0.66  C60 1.548, C62 1.503, H65 1.054, H66 1.077
62 C 5.26 -4.12 -0.54  C58 1.513, C61 1.503, H67 1.089, H68 1.123
63 H 2.95 -5.02 0.69  C60 1.133
64 H 3.61 -4.72 2.29  C60 1.065
65 H 5.37 -6.04 0.45  C61 1.054
66 H 6.03 -4.74 1.30  C61 1.077
67 H 4.73 -4.55 -1.39  C62 1.089
68 H 6.29 -3.81 -0.84  C62 1.123
69 O 2.12 -4.68 -1.59  C70 1.208
70 C 1.80 -3.97 -2.51  O69 1.208, O71 1.344, C74 1.496
71 O 0.51 -3.64 -2.69  C70 1.344, C72 1.454
72 C 0.30 -2.72 -3.80  O71 1.454, C73 1.515, H75 1.091, H76 1.083
73 C 1.69 -2.13 -3.94  C72 1.515, C74 1.504, H77 1.076, H78 1.110
74 C 2.66 -3.17 -3.45  C70 1.496, C73 1.504, H79 1.107, H80 1.103
75 H -0.41 -1.98 -3.43  C72 1.091
76 H -0.10 -3.24 -4.65  C72 1.083
77 H 1.73 -1.30 -3.26  C73 1.076
78 H 2.01 -1.65 -4.89  C73 1.110
79 H 3.63 -2.90 -2.99  C74 1.107
80 H 2.92 -3.90 -4.23  C74 1.103
81 O -2.71 -4.03 1.05  C82 1.169
82 C -1.71 -4.01 1.65  O81 1.169, O83 1.357, C86 1.537
83 O -1.76 -3.65 2.96  C82 1.357, C84 1.488
84 C -0.40 -3.74 3.56  O83 1.488, C85 1.549, H87 1.111, H88 1.049
85 C 0.57 -4.01 2.37  C84 1.549, C86 1.521, H89 1.091, H90 1.106
86 C -0.28 -4.04 1.10  C82 1.537, C85 1.521, H91 1.080, H92 1.101
87 H -0.34 -4.68 4.15  C84 1.111
88 H -0.17 -2.87 4.09  C84 1.049
89 H 1.15 -4.93 2.37  C85 1.091
90 H 1.26 -3.15 2.39  C85 1.106
91 H -0.07 -4.86 0.43  C86 1.080
92 H -0.11 -3.17 0.44  C86 1.101
93 O -3.17 1.39 2.90  C94 1.202
94 C -3.01 2.30 2.12  O93 1.202, O95 1.363, C98 1.491
95 O -4.02 3.12 1.73  C94 1.363, C96 1.448
96 C -3.46 4.31 1.11  O95 1.448, C97 1.576, H99 1.098, H100 1.114
97 C -1.90 4.15 1.10  C96 1.576, C98 1.496, H101 1.113, H102 1.107
98 C -1.77 2.69 1.40  C94 1.491, C97 1.496, H103 1.098, H104 1.100
99 H -3.77 5.23 1.64  C96 1.098
100 H -3.93 4.20 0.10  C96 1.114
101 H -1.38 4.75 1.88  C97 1.113
102 H -1.50 4.44 0.11  C97 1.107
103 H -0.84 2.44 1.93  C98 1.098
104 H -1.78 1.99 0.55  C98 1.100



# 2
ORCA calculation (ωB97M-V with the def2-TZVPD basis set) on 2 unconnected molecules or ions with the total composition C2H5NOS.

Results
Total energy ... -16524.91795 eV
HOMO level ... -0.295 hartree
Kohn-Sham gap ... 0.2955 Eh
Relative energy (zero: lowest compared OMol25 entry of this formula, charge and spin) ... 79.87 kcal/mol

Last columns: bonded neighbours and bond lengths (Å).
Positions of all 10 atoms, in Å:
1 C -0.41 -0.08 0.12  C2 1.479, N3 1.138
2 C -1.82 -0.42 -0.13  C1 1.479, H6 1.068, H7 1.067, H8 1.114
3 N 0.68 0.18 0.33  C1 1.138
4 O 3.31 0.75 0.76  S5 2.005, H9 0.981, H10 0.963
5 S 4.65 -0.21 -0.39  O4 2.005
6 H -2.29 -1.06 0.59  C2 1.068
7 H -2.27 0.54 -0.25  C2 1.067
8 H -1.92 -1.07 -1.03  C2 1.114
9 H 3.74 1.61 0.94  O4 0.981
10 H 2.70 0.75 0.01  O4 0.963



Which of these has the lowest relative energy (zero: lowest compared OMol25 entry of this formula, charge and spin)?
C36H52N2O14



Look up the total energy of the first one.
-69819.91925 eV



Copy entry 2 word for word.
ORCA calculation (ωB97M-V with the def2-TZVPD basis set) on 2 unconnected molecules or ions with the total composition C2H5NOS.

Results
Total energy ... -16524.91795 eV
HOMO level ... -0.295 hartree
Kohn-Sham gap ... 0.2955 Eh
Relative energy (zero: lowest compared OMol25 entry of this formula, charge and spin) ... 79.87 kcal/mol

Last columns: bonded neighbours and bond lengths (Å).
Positions of all 10 atoms, in Å:
1 C -0.41 -0.08 0.12  C2 1.479, N3 1.138
2 C -1.82 -0.42 -0.13  C1 1.479, H6 1.068, H7 1.067, H8 1.114
3 N 0.68 0.18 0.33  C1 1.138
4 O 3.31 0.75 0.76  S5 2.005, H9 0.981, H10 0.963
5 S 4.65 -0.21 -0.39  O4 2.005
6 H -2.29 -1.06 0.59  C2 1.068
7 H -2.27 0.54 -0.25  C2 1.067
8 H -1.92 -1.07 -1.03  C2 1.114
9 H 3.74 1.61 0.94  O4 0.981
10 H 2.70 0.75 0.01  O4 0.963



Which of these has the highest Kohn-Sham gap?
C36H52N2O14